Here is 2 unconnected molecules or ions with the total composition C6H16NO at a distorted geometry from the OMol25 dataset. Energies are from ωB97M-V/def2-TZVPD.

Last column: natural (NBO) charge in e.
Cartesian coordinates (Å):
C: -0.168 -2.245 -1.986  -0.648
C: -0.342 -0.969 -1.136  -0.059
C: 0.834 -0.926 -0.184  -0.446
C: 0.884 -0.066 1.039  -0.452
C: -0.550 -0.471 3.028  -0.364
C: -0.387 0.188 1.856  -0.233
N: -0.342 0.310 -2.004  -0.699
H: -0.309 -3.234 -1.472  0.274
H: -1.017 -2.376 -2.697  0.230
H: 0.853 -2.159 -2.576  0.229
H: -1.408 -0.964 -0.696  0.244
H: 1.193 -1.935 0.186  0.270
H: 1.828 -0.582 -0.768  0.212
H: 1.275 0.885 0.796  0.206
H: 1.621 -0.491 1.859  0.233
H: 0.279 -1.243 3.237  0.202
H: -1.394 -0.278 3.764  0.232
H: -0.919 1.091 1.495  0.211
H: 0.602 0.626 -2.086  0.436
H: -0.880 1.050 -1.488  0.462
H: -0.754 0.296 -2.995  0.456
H: -0.656 3.978 0.481  0.494
H: 0.840 3.591 0.291  0.486
O: -0.048 3.314 0.125  -0.976

Summary:
- E_HOMO (eV) = -12.799
- net charge = +1
- E_LUMO (eV) = -3.3
- 2S+1 = 1
- gap between HOMO and LUMO (eV) = 9.48
- strongest force on any atom (eV Å⁻¹) = 3.55
- energy relative to the best compared isomer or geometry (same formula, charge and spin) (kcal per mole) = 57.11
- DFT total energy (hartree) = -367.89144



Here is 2 unconnected molecules or ions with the total composition C6H16NO at a distorted geometry from the OMol25 dataset. Energies are from ωB97M-V/def2-TZVPD.

Last column: natural (NBO) charge in e.
Cartesian coordinates (Å):
C: 0.195 1.346 -0.318  -0.176
C: 0.230 -0.174 -0.178  -0.451
C: -1.182 -0.676 -0.606  -0.051
C: -2.218 -1.079 0.125  -0.128
C: -2.262 -1.539 1.575  -0.668
C: -1.317 -0.493 -2.053  -0.670
N: 1.566 2.051 -0.071  -0.694
H: -0.323 1.832 0.528  0.215
H: -0.246 1.650 -1.153  0.216
H: 1.071 -0.633 -0.719  0.225
H: 0.444 -0.307 0.868  0.222
H: -3.190 -1.223 -0.244  0.216
H: -3.273 -2.017 1.761  0.242
H: -1.510 -2.402 1.763  0.230
H: -1.927 -0.660 2.295  0.222
H: -2.235 -1.015 -2.548  0.250
H: -0.496 -0.902 -2.769  0.230
H: -1.483 0.557 -2.422  0.209
H: 2.053 2.013 -0.994  0.433
H: 1.582 3.022 0.155  0.438
H: 2.110 1.467 0.568  0.473
H: 4.459 0.161 1.477  0.508
H: 3.373 -0.878 1.021  0.497
O: 3.493 0.084 1.205  -0.990

Summary:
- E_HOMO (eV) = -12.333
- net charge = +1
- E_LUMO (eV) = -3.3
- 2S+1 = 1
- gap between HOMO and LUMO (eV) = 9.02
- strongest force on any atom (eV Å⁻¹) = 5.28
- energy relative to the best compared isomer or geometry (same formula, charge and spin) (kcal per mole) = 51.38
- DFT total energy (hartree) = -367.90057



Here is a gas-phase ion, C6H16NO (charge +1) at a distorted geometry from the OMol25 dataset. Energies are from ωB97M-V/def2-TZVPD.

Last column: natural (NBO) charge in e.
Cartesian coordinates (Å):
C: 1.573 1.240 1.169  -0.076
O: 1.299 2.610 1.545  -0.754
C: 0.139 0.517 0.918  -0.048
C: 0.196 -0.588 -0.142  -0.243
C: 0.538 -0.080 -1.508  -0.648
C: -0.991 -1.585 -0.073  -0.384
C: -1.252 -2.417 -1.312  -0.627
N: -0.830 1.663 0.640  -0.685
H: 2.067 0.767 2.011  0.204
H: 2.131 1.228 0.236  0.189
H: 1.990 2.856 2.153  0.502
H: -0.064 0.149 1.930  0.229
H: 1.066 -1.133 0.259  0.229
H: 1.088 -0.861 -2.037  0.253
H: -0.280 0.281 -2.142  0.220
H: 1.261 0.752 -1.501  0.212
H: -0.693 -2.266 0.739  0.219
H: -1.855 -1.012 0.247  0.181
H: -1.844 -3.270 -0.966  0.235
H: -0.443 -2.728 -1.968  0.230
H: -1.976 -1.856 -1.905  0.212
H: -0.903 2.162 1.521  0.466
H: -1.730 1.316 0.299  0.439
H: -0.485 2.256 -0.113  0.447

Summary:
- E_HOMO (eV) = -14.782
- net charge = +1
- E_LUMO (eV) = -3.3
- 2S+1 = 1
- gap between HOMO and LUMO (eV) = 11.47
- structure (SMILES) = CC[C@@H](C)[C@H]([NH3+])CO
- strongest force on any atom (eV Å⁻¹) = 2.25
- energy relative to the best compared isomer or geometry (same formula, charge and spin) (kcal per mole) = 27.09
- DFT total energy (hartree) = -367.93927



Here is 3 unconnected molecules or ions with the total composition C6H16NO at a distorted geometry from the OMol25 dataset. Energies are from ωB97M-V/def2-TZVPD.

Last column: natural (NBO) charge in e.
Cartesian coordinates (Å):
C: -0.047 1.160 1.338  -0.324
C: 0.895 0.226 1.185  -0.200
C: 1.054 -0.485 -0.128  -0.347
C: -0.066 -0.397 -1.092  0.044
C: 2.308 -0.043 -0.954  -0.331
C: 3.510 0.241 -0.061  -0.635
N: -4.347 0.348 -0.440  -1.078
H: -0.044 1.778 2.230  0.229
H: -0.958 1.239 0.757  0.196
H: 1.310 -1.534 0.093  0.255
H: 1.534 0.042 2.038  0.248
H: -0.087 0.616 -1.492  0.253
H: -0.186 -1.150 -1.874  0.263
H: 2.154 0.813 -1.617  0.233
H: 2.452 -0.891 -1.631  0.226
H: 4.528 0.285 -0.428  0.269
H: 3.582 -0.226 0.925  0.234
H: 3.362 1.275 0.304  0.231
H: -4.557 1.272 -0.087  0.373
H: -5.114 -0.231 -0.099  0.359
H: -3.536 -0.141 -0.062  0.359
H: -2.433 -1.752 0.183  0.515
H: -1.273 -0.742 -0.332  0.378
O: -1.992 -0.899 0.347  -0.750

Summary:
- E_HOMO (eV) = -12.747
- net charge = +1
- E_LUMO (eV) = -8.4
- 2S+1 = 1
- gap between HOMO and LUMO (eV) = 4.35
- strongest force on any atom (eV Å⁻¹) = 5.40
- energy relative to the best compared isomer or geometry (same formula, charge and spin) (kcal per mole) = 157.93
- DFT total energy (hartree) = -367.73077



Here is 2 unconnected molecules or ions with the total composition C6H16NO at a distorted geometry from the OMol25 dataset. Energies are from ωB97M-V/def2-TZVPD.

Last column: natural (NBO) charge in e.
Cartesian coordinates (Å):
C: 1.739 -0.765 -1.406  -0.226
C: 2.207 0.126 -0.237  -0.419
C: 1.331 1.396 0.100  -0.452
C: -2.525 1.294 0.988  -0.654
C: -1.194 1.729 0.295  -0.169
C: -0.029 1.132 0.652  -0.260
N: 0.310 -1.297 -1.123  -0.733
H: 1.727 -0.257 -2.419  0.228
H: 2.481 -1.564 -1.566  0.243
H: 2.201 -0.481 0.654  0.211
H: 3.211 0.511 -0.355  0.251
H: 1.894 2.023 0.791  0.246
H: 1.390 2.054 -0.860  0.212
H: -3.122 2.111 0.999  0.227
H: -3.215 0.592 0.554  0.220
H: -2.464 0.937 2.173  0.227
H: -1.114 2.437 -0.554  0.222
H: 0.013 0.537 1.642  0.218
H: 0.242 -2.123 -0.415  0.480
H: 0.074 -1.790 -2.052  0.442
H: -0.401 -0.603 -0.855  0.470
H: -1.238 -3.423 1.306  0.517
H: -2.218 -2.137 0.692  0.508
O: -1.299 -2.436 0.996  -1.008

Summary:
- E_HOMO (eV) = -12.887
- net charge = +1
- E_LUMO (eV) = -3.3
- 2S+1 = 1
- gap between HOMO and LUMO (eV) = 9.62
- strongest force on any atom (eV Å⁻¹) = 4.00
- energy relative to the best compared isomer or geometry (same formula, charge and spin) (kcal per mole) = 53.20
- DFT total energy (hartree) = -367.89766



Here is C6H16NO6PSi in the gas phase from the OMol25 dataset. Energies are from ωB97M-V/def2-TZVPD.

Last column: natural (NBO) charge in e.
Cartesian coordinates (Å):
C: 1.762 -2.873 0.192  -0.616
C: 1.475 -1.675 -0.721  -0.390
C: 1.427 -0.282 -0.025  -0.699
C: 1.114 -0.333 1.479  -0.624
Si: 0.280 0.803 -1.013  1.918
O: 0.929 0.881 -2.549  -1.072
C: 0.221 2.602 -0.441  -0.563
O: -0.131 2.728 0.945  -0.403
N: 0.266 3.974 1.437  0.364
O: -0.037 4.090 2.555  -0.268
C: -1.472 0.114 -1.252  -1.354
P: -2.243 -0.687 0.124  2.367
O: -1.740 -2.032 0.406  -1.093
O: -2.100 0.360 1.326  -0.984
O: -3.806 -0.646 -0.280  -0.987
H: 0.837 -3.349 0.509  0.225
H: 2.332 -3.623 -0.360  0.207
H: 2.355 -2.606 1.062  0.202
H: 2.240 -1.632 -1.496  0.208
H: 0.538 -1.873 -1.246  0.196
H: 2.409 0.185 -0.156  0.232
H: 0.871 0.651 1.876  0.221
H: 0.304 -1.023 1.695  0.229
H: 1.991 -0.679 2.029  0.205
H: 0.241 0.925 -3.217  0.490
H: -0.511 3.151 -1.042  0.202
H: 1.195 3.055 -0.633  0.222
H: -1.395 -0.674 -2.006  0.286
H: -2.145 0.883 -1.635  0.279
H: -2.821 0.309 1.958  0.504
H: -4.387 -0.724 0.481  0.498

Summary:
- E_HOMO (eV) = -9.813
- net charge = 0
- E_LUMO (eV) = 0.1
- 2S+1 = 1
- gap between HOMO and LUMO (eV) = 9.94
- structure (SMILES) = CC[C@H](C)[Si@](O)(CON=O)CP(=O)(O)O
- strongest force on any atom (eV Å⁻¹) = 0.45
- DFT total energy (hartree) = -1375.33778



Here is a molecular structure, C6H16NOPS at a distorted geometry from the OMol25 dataset. Energies are from ωB97M-V/def2-TZVPD.

Last column: natural (NBO) charge in e.
Cartesian coordinates (Å):
C: 0.038 -2.856 -0.195  -0.621
C: -3.681 0.282 0.401  -0.626
C: 1.822 1.752 0.957  -0.440
C: 2.385 1.251 -1.408  -0.410
C: 0.893 -1.774 -0.730  -0.776
C: -2.292 0.953 0.528  -0.544
N: 1.794 0.702 -0.168  -0.798
O: -0.101 -0.331 2.116  -0.863
P: 0.371 -0.160 -0.048  1.531
S: -1.314 0.637 -1.004  -0.087
H: -0.500 -2.589 0.620  0.237
H: -0.572 -3.447 -0.775  0.217
H: 0.838 -3.602 0.177  0.211
H: -4.306 0.841 -0.300  0.208
H: -3.517 -0.798 0.065  0.213
H: -4.070 0.198 1.426  0.225
H: 2.929 1.819 1.167  0.198
H: 1.576 2.708 0.610  0.178
H: 1.128 1.427 1.809  0.288
H: 1.871 2.176 -1.624  0.190
H: 3.454 1.488 -1.117  0.207
H: 2.377 0.675 -2.292  0.212
H: 0.905 -1.814 -1.873  0.249
H: 1.975 -1.943 -0.390  0.262
H: -1.618 0.364 1.283  0.323
H: -2.384 2.041 0.764  0.217

Summary:
- E_HOMO (eV) = -8.783
- net charge = 0
- E_LUMO (eV) = 0.0
- 2S+1 = 1
- gap between HOMO and LUMO (eV) = 8.75
- strongest force on any atom (eV Å⁻¹) = 5.54
- energy relative to the best compared isomer or geometry (same formula, charge and spin) (kcal per mole) = 52.84
- DFT total energy (hartree) = -1107.58315



Here is 2 unconnected molecules or ions with the total composition C6H16NS at a distorted geometry from the OMol25 dataset. Energies are from ωB97M-V/def2-TZVPD.

Last column: natural (NBO) charge in e.
Cartesian coordinates (Å):
C: -1.189 0.400 2.947  -0.234
C: -0.020 1.106 2.255  -0.542
S: -0.252 0.623 0.520  -0.721
N: -1.143 -1.103 2.897  -0.871
H: -2.079 0.747 2.377  0.190
H: -1.357 0.694 4.009  0.149
H: 0.961 0.748 2.658  0.170
H: -0.100 2.215 2.342  0.182
H: -0.504 -1.393 3.611  0.326
H: -0.809 -1.427 1.983  0.385
C: -0.587 0.904 -2.936  -0.623
C: 1.910 -1.569 -1.334  -0.634
C: 1.451 -0.400 -2.232  -0.396
C: -0.042 -0.464 -2.584  -0.407
H: -0.482 1.524 -1.997  0.257
H: -1.633 0.858 -3.276  0.191
H: 0.023 1.358 -3.761  0.175
H: 2.949 -1.440 -1.032  0.192
H: 1.731 -2.564 -1.816  0.175
H: 1.199 -1.454 -0.451  0.254
H: 2.112 -0.414 -3.156  0.161
H: 1.671 0.531 -1.690  0.228
H: -0.243 -1.258 -3.393  0.166
H: -0.551 -0.832 -1.705  0.228

Summary:
- E_HOMO (eV) = -2.683
- net charge = -1
- E_LUMO (eV) = 4.1
- 2S+1 = 1
- gap between HOMO and LUMO (eV) = 6.82
- strongest force on any atom (eV Å⁻¹) = 1.94
- energy relative to the best compared isomer or geometry (same formula, charge and spin) (kcal per mole) = 13.98
- DFT total energy (hartree) = -691.15954



Here is 2 unconnected molecules or ions with the total composition C6H16NS from the OMol25 dataset. Energies are from ωB97M-V/def2-TZVPD.

Last column: Mulliken spin population.
Cartesian coordinates (Å):
C: 0.913 -2.552 1.469  0.012
C: 0.423 -1.508 2.455  0.027
C: -1.097 -1.324 2.537  0.039
S: -1.929 -1.040 0.942  0.047
H: 0.521 -3.550 1.689  -0.002
H: 2.007 -2.649 1.472  -0.005
H: 0.641 -2.260 0.456  0.002
H: 0.793 -1.756 3.465  -0.002
H: 0.860 -0.537 2.196  -0.024
H: -1.280 -0.470 3.197  0.000
H: -1.533 -2.211 3.019  -0.001
C: -0.104 0.835 -2.321  0.979
C: 0.128 1.858 -1.225  -0.988
C: -0.055 3.317 -1.640  3.870
N: 0.270 -0.519 -1.850  -0.017
H: 0.537 1.064 -3.181  -0.518
H: -1.143 0.860 -2.678  -0.212
H: 1.160 1.683 -0.894  -0.165
H: -0.519 1.613 -0.380  0.025
H: -1.080 3.521 -1.965  -0.588
H: 0.636 3.625 -2.434  -0.731
H: 0.130 3.971 -0.779  -0.736
H: -0.002 -1.209 -2.538  -0.012
H: -0.279 -0.761 -1.011  0.000

Summary:
- E_HOMO (spin up / spin down) (eV) = 3.985 / -0.279
- net charge = -2
- E_LUMO (spin up / spin down) (eV) = 6.0 / 5.9
- 2S+1 = 2
- gap between HOMO and LUMO (spin up / spin down) (eV) = 1.99 / 6.23
- strongest force on any atom (eV Å⁻¹) = 0.55
- energy relative to the best compared isomer or geometry (same formula, charge and spin) (kcal per mole) = 0.00
- DFT total energy (hartree) = -691.03062



Here is 2 unconnected molecules or ions with the total composition C6H16O at a distorted geometry from the OMol25 dataset. Energies are from ωB97M-V/def2-TZVPD.

Last column: natural (NBO) charge in e.
Cartesian coordinates (Å):
C: -1.571 -0.552 -0.672  -0.617
C: -0.429 -0.811 -1.654  -0.404
C: 0.612 0.315 -1.764  -0.403
C: 1.129 0.856 -0.450  -0.407
C: 1.693 -0.153 0.507  -0.399
C: 2.883 -0.952 -0.023  -0.608
H: -2.291 0.179 -1.044  0.204
H: -2.146 -1.470 -0.520  0.208
H: -1.223 -0.297 0.324  0.203
H: -0.040 -1.818 -1.450  0.197
H: -0.794 -1.001 -2.672  0.204
H: 1.460 -0.092 -2.314  0.207
H: 0.111 1.131 -2.271  0.207
H: 0.427 1.441 0.159  0.207
H: 1.938 1.568 -0.674  0.202
H: 2.085 0.263 1.445  0.202
H: 0.940 -0.853 0.900  0.191
H: 3.424 -1.560 0.694  0.212
H: 3.610 -0.210 -0.390  0.195
H: 2.582 -1.533 -0.896  0.196
H: -5.293 1.790 4.865  0.468
H: -4.289 1.538 3.761  0.466
O: -4.819 2.221 4.139  -0.934

Summary:
- E_HOMO (eV) = -10.859
- net charge = 0
- E_LUMO (eV) = 0.8
- 2S+1 = 1
- gap between HOMO and LUMO (eV) = 11.63
- structure (SMILES) = CCCCCC.O
- strongest force on any atom (eV Å⁻¹) = 2.36
- energy relative to the best compared isomer or geometry (same formula, charge and spin) (kcal per mole) = 10.74
- DFT total energy (hartree) = -313.42642